12
Properties=species:S:1:pos:R:3:mulliken_charge:R:1 method="wB97M-V/def2-TZVPD" molar_mass_g_mol=96.220 e_above_lowest_kj_mol=247.5 energy_ev=-23871.582 smiles=CSS.C largest_force_ev_per_a=3.4 homo_lumo_gap_ev=7.0
C -2.8485 -0.5909 0.8762 -0.646
C 2.8731 0.7194 0.0196 -0.870
S -1.5743 0.3689 -0.1777 -0.113
H -3.7465 -0.9304 0.1982 0.258
H -3.1476 -0.0980 1.9145 0.268
H 1.9815 1.0200 0.6688 0.196
H 3.2099 -0.3566 0.1222 0.209
H -2.2962 -1.5268 0.9285 0.231
S -0.0888 0.0762 -1.7998 -0.143
H 2.6911 0.9623 -0.9807 0.200
H 3.6539 1.3988 0.4189 0.282
H -0.7075 -1.0430 -2.1885 0.128